(1)
# C5H7NO

An isolated molecule of C5H7NO at a distorted geometry (ωB97M-V/def2-TZVPD, the OMol25 dataset).

Output
Kohn-Sham gap (Eh): 0.3756
SMILES: [H]/N=C1\OC[C@H]2C[C@@H]12
Strongest force on any atom (eV/A): 1.31
Net charge: 0

Last column: Mulliken charge in e.
Geometry (Å):
C  -0.31467  1.16171  -0.20175  0.262
C  0.17160  -1.16141  -0.36025  -0.125
C  -1.30248  -0.89651  -0.63547  -0.487
H  1.40382  0.14550  0.99773  0.478
H  -0.79017  2.92888  -0.64364  0.269
H  0.48027  0.11890  -2.06828  0.201
H  2.07273  -0.16189  -1.24023  0.348
H  -1.62916  -1.33576  -1.58076  0.284
N  0.00007  2.37947  -0.32607  -0.727
O  -1.42987  0.53800  -0.73005  -0.393
C  1.00751  -0.25546  -1.18920  -0.653
H  -1.94396  -1.24930  0.18049  0.306
H  0.55355  -2.14384  -0.12190  0.424
C  0.60419  0.11040  0.25807  -0.187

Forces on atoms 1 to 2 (eV/Å):
-0.32 0.30 0.71
-0.04 -0.22 -0.19

***

(2)
# C5H7NO

An isolated molecule of C5H7NO (ωB97M-V/def2-TZVPD, the OMol25 dataset).

Output
Kohn-Sham gap (Eh): 0.3500
SMILES: OC=C=C[C@H]1CN1
Strongest force on any atom (eV/A): 0.72
Net charge: 0

Last column: Mulliken charge in e.
Geometry (Å):
C  2.37519  -0.13841  0.47929  0.075
C  1.10743  0.21856  0.61996  -0.544
H  0.65162  1.28443  -1.04830  0.314
C  0.23395  0.83739  -0.14670  -0.190
C  -1.88698  -0.41498  -0.46126  -0.413
H  -1.44146  -0.30404  1.54152  0.315
H  1.91939  -1.77910  -0.30433  0.334
N  -2.03739  0.16831  0.86755  -0.622
O  2.73922  -1.31678  -0.06458  -0.473
H  -2.77095  -0.42760  -1.09134  0.259
C  -1.23427  0.87321  -0.10845  0.041
H  3.22062  0.46660  0.78039  0.338
H  -1.21345  -1.26388  -0.58294  0.185
H  -1.66293  1.79628  -0.48079  0.382

Forces on atoms 1 to 2 (eV/Å):
0.01 0.00 0.42
0.24 0.26 -0.63

***

(3)
# C5H7NO

A structure of composition C5H7NO (ωB97M-V/def2-TZVPD, the OMol25 dataset).

Output
Kohn-Sham gap (Eh): 0.3921
Strongest force on any atom (eV/A): 0.65
Net charge: 0

Last column: Mulliken charge in e.
Geometry (Å):
H  -0.92588  -1.78261  0.46844  0.358
O  -1.47339  -1.11004  0.89818  -0.569
C  -0.38853  1.04092  0.01741  -0.038
C  0.85298  -0.41152  0.74063  -0.482
H  -0.87155  2.01416  0.11420  0.471
C  -0.55744  -0.06365  1.08779  -0.042
H  1.88594  -0.58170  -1.24633  0.425
C  1.01171  -0.20213  -0.72839  -0.009
H  -0.14802  0.93768  -2.16856  0.302
H  1.53859  -1.00111  1.34350  0.421
H  -1.10685  -0.43385  -1.50654  0.248
N  1.14075  0.94780  0.19626  -0.663
C  -0.30524  0.28390  -1.30805  -0.796
H  -0.65309  0.36214  2.09146  0.376

Forces on atoms 1 to 2 (eV/Å):
-0.64 -0.10 0.03
0.03 -0.19 -0.02

***

(4)
# C5H7NO

An isolated molecule of C5H7NO (ωB97M-V/def2-TZVPD, the OMol25 dataset).

Output
Kohn-Sham gap (Eh): 0.2711
Strongest force on any atom (eV/A): 0.55
Net charge: 0

Last column: Mulliken charge in e.
Geometry (Å):
H  -2.40760  0.01247  -0.37388  0.334
C  0.50575  0.62295  0.01960  0.451
N  -0.43321  -0.24285  0.22162  0.134
H  -0.59882  -2.38861  0.14822  0.301
H  -1.85559  1.09275  0.94041  0.310
C  -1.80888  0.07585  0.54214  -0.917
C  1.35800  -1.58401  -0.56200  -0.937
O  0.31677  1.93134  0.21761  -0.504
H  1.18680  2.34850  0.28567  0.352
H  -2.18864  -0.65196  1.26441  0.314
C  0.09079  -1.58748  -0.10169  -0.235
H  1.51857  0.21956  -1.66727  0.269
C  1.65825  -0.09070  -0.61727  -0.340
H  2.65781  0.24218  -0.31756  0.469

Forces on atoms 1 to 2 (eV/Å):
0.07 0.02 0.20
-0.10 -0.44 -0.11

***

E_HOMO across the listed records, respectively: -9.2337; -8.9415; -9.7594; -7.1662 eV.
Relative energy (zero: lowest compared OMol25 entry of this formula, charge and spin) across the listed records, respectively: 223.0; 369.8; 292.0; 349.5 kJ/mol.
Energy across the listed records, respectively: -8833.89117; -8832.36965; -8833.17604; -8832.58071 eV.